The following is a quantum chemistry calculation of a molecular structure, C25H35HgN12O3 in a non-equilibrium geometry, from OMol25.

```
76
Properties=species:S:1:pos:R:3:mulliken_charge:R:1
Hg -0.71 -0.19 -0.22 2.807
C -2.82 -0.14 -4.33 -1.436
C -1.81 -0.52 -3.24 0.895
O -1.30 0.44 -2.53 -0.939
C -1.48 -1.86 -3.15 -1.129
C -0.48 -2.45 -2.31 0.787
C -0.15 -3.91 -2.56 -1.435
N 0.20 -1.77 -1.41 -0.263
N 1.31 -2.36 -0.90 -0.596
C 1.91 -1.70 0.10 -0.341
O 1.46 -0.63 0.68 -0.437
C 3.19 -2.26 0.53 0.564
C 4.00 -1.61 1.49 -0.063
C 5.22 -2.15 1.87 -0.901
C 5.68 -3.34 1.32 -0.462
C 4.88 -4.00 0.37 -0.568
C 3.67 -3.48 -0.01 -0.614
H -3.07 0.91 -4.26 0.219
H -3.73 -0.74 -4.22 0.353
H -2.40 -0.34 -5.32 0.291
H -2.00 -2.53 -3.82 0.248
H -1.05 -4.45 -2.85 0.429
H 0.28 -4.34 -1.65 0.354
H 0.59 -3.99 -3.36 0.220
H 3.67 -0.67 1.92 0.353
H 5.83 -1.64 2.61 0.363
H 6.64 -3.75 1.61 0.329
H 5.22 -4.94 -0.06 0.337
H 3.06 -3.97 -0.75 0.395
N 2.03 2.41 -1.08 -0.639
C 2.94 2.50 0.07 -0.633
C 2.20 2.65 1.40 0.109
C 1.34 3.91 1.46 -0.127
C 0.69 4.11 2.84 -0.937
N -0.39 3.18 3.19 -0.509
H 1.17 1.97 -0.81 -0.091
H 2.43 1.80 -1.78 0.338
H 3.58 3.38 -0.09 0.473
H 3.59 1.63 0.15 0.218
H 2.94 2.68 2.20 0.504
H 1.59 1.75 1.53 -0.414
H 0.55 3.84 0.71 -0.054
H 1.96 4.78 1.24 0.423
H 0.28 5.12 2.90 0.415
H 1.45 4.02 3.62 0.329
H -1.13 3.26 2.50 0.304
H -0.06 2.23 3.09 0.063
N -3.33 4.19 -3.18 -0.561
C -2.54 3.27 -2.54 0.428
N -1.67 2.53 -3.32 -0.634
N -2.69 3.13 -1.26 -0.729
C -1.90 2.42 -0.54 0.747
N -1.20 1.84 0.18 -0.811
H -3.55 3.88 -4.12 0.311
H -4.17 4.37 -2.64 0.267
H -0.80 3.03 -3.52 0.261
H -1.42 1.64 -2.81 0.535
N -2.62 -1.30 0.23 -0.642
C -3.40 -2.07 0.59 0.338
C -4.36 -3.00 1.00 -0.142
C -5.52 -3.21 0.22 0.128
N -6.47 -3.41 -0.39 -0.566
C -4.18 -3.75 2.17 0.123
N -4.08 -4.39 3.13 -0.553
C 1.77 -0.44 4.86 -0.749
N 0.43 -0.13 4.43 0.274
C -0.44 0.57 5.34 -1.012
C -0.02 -0.53 3.21 0.203
O -1.15 -0.33 2.79 -0.646
H 1.77 -1.22 5.63 0.311
H 2.25 0.46 5.27 0.322
H 2.36 -0.79 4.01 0.100
H -0.63 -0.04 6.23 0.339
H -1.37 0.77 4.83 0.246
H 0.01 1.52 5.65 0.345
H 0.75 -1.05 2.62 0.233
```

For the LUMO energy (alpha / beta), the calculation gives 4.2461 / 4.2439 eV. The HOMO-LUMO gap (alpha / beta) is 2.57 / 5.46 eV. The expectation value of S² is 0.836. Its charge is -2. As for the relative energy (zero: lowest compared OMol25 entry of this formula, charge and spin): 2.171 eV. The spin multiplicity is 2. The total energy comes out at -2009.789958 hartree.

---

The following is a quantum chemistry calculation of a molecular structure, C25H35N2O11P4Pb, from OMol25.

```
78
Properties=species:S:1:pos:R:3:mulliken_charge:R:1
Pb -1.13 0.89 -3.06 1.139
N -1.67 -1.46 1.74 0.405
P -1.07 0.06 1.54 1.251
C -0.33 0.47 3.10 0.413
C -1.13 0.98 4.12 -0.729
C -0.56 1.27 5.35 -0.786
C 0.80 1.05 5.55 -0.523
C 1.59 0.54 4.53 -1.037
C 1.03 0.25 3.30 -0.169
C -2.35 1.18 1.07 0.830
C -1.99 2.45 0.64 -0.685
C -2.98 3.36 0.30 -0.585
C -4.32 3.00 0.42 -0.643
C -4.67 1.73 0.87 -0.774
C -3.69 0.82 1.20 -0.563
C -2.30 -2.20 0.71 0.242
C -2.90 -3.42 1.00 -0.975
C -3.50 -4.09 -0.05 -0.531
C -3.47 -3.53 -1.32 -0.814
C -2.85 -2.31 -1.48 -0.340
N -2.26 -1.65 -0.49 0.381
H -1.43 -1.95 2.59 0.306
H -2.18 1.17 3.95 0.426
H -1.17 1.67 6.14 0.435
H 1.24 1.28 6.51 0.417
H 2.65 0.38 4.69 0.471
H 1.65 -0.14 2.49 0.374
H -0.95 2.72 0.52 0.379
H -2.71 4.34 -0.06 0.450
H -5.09 3.71 0.15 0.444
H -5.72 1.46 0.96 0.470
H -3.97 -0.17 1.55 0.398
H -2.91 -3.82 2.00 0.491
H -3.98 -5.05 0.12 0.457
H -3.93 -4.03 -2.17 0.475
H -2.82 -1.84 -2.46 0.236
O -0.77 3.72 -5.84 -0.525
P 0.50 3.14 -5.08 0.845
O 1.75 3.38 -5.77 -0.697
O 0.15 1.71 -4.61 -0.491
O 0.45 4.03 -3.66 -0.450
P -0.58 3.64 -2.53 1.029
O -0.62 4.92 -1.60 -0.557
O -0.06 2.44 -1.74 0.121
O -1.92 3.27 -3.11 -0.852
H -1.57 3.67 -5.29 0.403
H -0.12 5.67 -1.95 0.327
C 3.58 0.76 -1.92 -1.381
C 3.36 0.77 -0.42 1.624
C 4.63 0.47 0.35 -1.838
C 2.69 2.05 0.06 -0.966
O 2.48 -0.39 -0.05 0.569
P 1.03 -0.71 -0.50 -0.447
O 0.08 0.17 0.48 -0.246
O 0.68 -0.43 -1.90 -0.762
O 0.75 -2.14 0.05 0.860
C 1.42 -3.40 -0.36 1.412
C 2.66 -3.56 0.50 -1.453
C 1.77 -3.35 -1.84 -1.383
C 0.39 -4.47 -0.07 -1.609
H 4.33 1.52 -2.17 0.502
H 2.67 0.99 -2.46 0.119
H 3.96 -0.21 -2.24 0.293
H 5.36 1.27 0.16 0.433
H 5.07 -0.47 0.02 0.370
H 4.44 0.43 1.42 0.354
H 3.36 2.89 -0.14 0.609
H 2.52 2.00 1.14 0.181
H 1.76 2.23 -0.46 -0.175
H 3.37 -2.76 0.32 0.134
H 3.14 -4.51 0.27 0.494
H 2.38 -3.56 1.56 0.314
H 2.52 -2.60 -2.06 0.225
H 0.88 -3.14 -2.44 0.290
H 2.17 -4.32 -2.14 0.522
H 0.10 -4.44 0.98 0.294
H 0.80 -5.45 -0.29 0.543
H -0.50 -4.32 -0.69 0.225
```

For the LUMO energy, the calculation gives -2.6225 eV. The HOMO-LUMO gap is 9.33 eV. Its charge is +1. As for the relative energy (zero: lowest compared OMol25 entry of this formula, charge and spin): 0.315 eV. The total energy comes out at -3469.428585 hartree.

---

The following is a quantum chemistry calculation of a molecular structure, C25H35N2Re in a non-equilibrium geometry, from OMol25.

```
63
Properties=species:S:1:pos:R:3:mulliken_charge:R:1
C 1.34 -1.99 0.55 0.626
C 1.78 -1.18 -0.55 0.349
C 0.84 -1.35 -1.62 0.729
C -0.17 -2.26 -1.18 1.079
C 0.13 -2.65 0.17 0.444
Re -0.16 -0.62 0.08 0.031
C -3.46 1.33 -1.23 0.510
C -2.72 0.94 -0.12 -0.278
H -2.20 1.69 0.54 0.129
C -2.34 -0.47 0.17 -1.499
H -2.74 -1.18 -0.55 0.342
H -2.50 -0.79 1.19 0.708
C -3.30 2.91 -1.43 -1.038
H -2.53 3.31 -0.71 0.219
H -2.91 3.11 -2.46 0.263
H -4.26 3.50 -1.28 0.332
C -2.91 0.65 -2.55 -0.815
H -1.88 0.20 -2.34 0.045
H -3.53 -0.20 -3.00 0.305
H -2.73 1.41 -3.34 0.337
C 3.04 -0.38 -0.58 -1.358
H 3.14 0.22 0.33 0.248
H 3.93 -1.03 -0.65 0.287
H 3.03 0.32 -1.42 0.360
C 1.05 -0.86 -3.02 -1.264
H 1.48 0.14 -3.01 0.142
H 1.75 -1.51 -3.58 0.318
H 0.11 -0.83 -3.57 0.287
C -1.25 -2.89 -2.03 -1.345
H -1.38 -2.33 -2.96 0.293
H -0.99 -3.93 -2.28 0.342
H -2.20 -2.92 -1.50 0.377
C -0.64 -3.63 1.01 -1.593
H -1.67 -3.73 0.66 0.353
H -0.17 -4.62 0.97 0.352
H -0.65 -3.32 2.06 0.349
C 2.06 -2.18 1.86 -1.251
H 1.36 -2.27 2.69 0.343
H 2.67 -3.11 1.84 0.312
H 2.74 -1.35 2.06 0.349
C 1.92 2.58 -1.24 -0.207
C 0.73 2.76 -2.06 0.489
C 2.97 3.03 -1.98 -0.178
C 0.63 2.86 -3.45 -0.547
H -0.45 2.66 -1.96 -0.089
C 2.91 3.34 -3.42 -0.524
H 3.99 3.20 -1.65 0.385
C 1.77 3.23 -4.13 -0.412
H -0.36 2.81 -3.91 0.378
H 3.79 3.65 -4.02 0.341
H 1.59 3.35 -5.18 0.402
C 1.87 2.43 4.36 -0.899
N 0.97 1.62 3.58 0.158
C -0.22 1.06 4.06 -0.727
C -0.78 0.37 3.03 -0.528
N 0.04 0.53 1.90 0.213
C 1.12 1.25 2.28 0.035
H 1.32 3.27 4.82 0.349
H 2.33 1.85 5.17 0.338
H 2.66 2.83 3.71 0.307
H -0.57 1.20 5.07 0.456
H -1.68 -0.21 3.01 0.438
H 1.95 1.55 1.64 0.105
```

For the LUMO energy (alpha / beta), the calculation gives -2.9178 / -4.3909 eV. The HOMO-LUMO gap (alpha / beta) is 7.34 / 5.84 eV. The expectation value of S² is 3.779. Its charge is +1. As for the relative energy (zero: lowest compared OMol25 entry of this formula, charge and spin): 6.535 eV. The spin multiplicity is 4. The total energy comes out at -1160.884578 hartree.

---

The following is a quantum chemistry calculation of a molecular structure, C25H35N6O4OsP2SSe in a non-equilibrium geometry, from OMol25.

```
75
Properties=species:S:1:pos:R:3:mulliken_charge:R:1
Os 1.33 0.64 0.94 1.758
N 1.65 -1.07 4.94 -0.288
C 1.63 -0.23 3.89 0.590
S 2.36 -0.83 2.38 -0.620
N 1.10 0.94 4.00 -1.275
N 1.23 1.68 2.85 0.636
C 1.33 2.94 2.98 -0.678
C 1.75 3.74 1.83 0.781
C 1.60 5.11 1.78 -0.799
C 2.05 5.78 0.65 -0.405
C 2.65 5.05 -0.36 -0.752
C 2.77 3.67 -0.22 0.126
N 2.34 3.03 0.85 -0.084
H 2.15 -1.94 4.88 0.210
H 1.40 -0.72 5.84 0.277
H 1.21 3.38 3.97 0.508
H 1.12 5.64 2.59 0.447
H 1.93 6.85 0.56 0.439
H 3.01 5.52 -1.26 0.444
H 3.21 3.08 -1.01 0.248
C -2.44 1.44 1.33 -1.494
P -1.30 0.02 1.25 0.810
C -1.59 -0.60 -0.47 -0.880
N -2.73 -0.46 -1.03 -0.384
C -2.93 -0.92 -2.31 0.243
C -4.17 -0.76 -2.91 -0.556
C -4.43 -1.39 -4.11 -0.517
C -3.49 -2.26 -4.70 -0.592
C -2.28 -2.48 -4.11 -0.615
C -1.96 -1.78 -2.91 0.286
N -0.80 -1.98 -2.29 -0.269
C -0.47 -1.17 -1.31 0.886
P 1.26 -1.10 -0.67 0.780
C 1.35 -2.81 -0.05 -1.456
C 2.56 -1.03 -2.02 2.176
C 2.08 -1.65 -3.33 -1.849
C 3.77 -1.81 -1.48 -1.902
C 3.02 0.41 -2.24 -2.006
C -2.13 -1.27 2.33 1.780
C -1.33 -2.57 2.24 -1.707
C -3.59 -1.53 1.95 -1.823
C -2.06 -0.73 3.76 -1.490
H -3.47 1.11 1.24 0.397
H -2.21 2.13 0.51 0.374
H -2.30 1.95 2.28 0.393
H -4.91 -0.14 -2.42 0.492
H -5.38 -1.24 -4.60 0.449
H -3.73 -2.75 -5.64 0.431
H -1.53 -3.11 -4.55 0.502
H 1.28 -3.49 -0.90 0.407
H 0.52 -3.00 0.63 0.215
H 2.28 -2.98 0.49 0.520
H 1.75 -2.68 -3.20 0.306
H 2.92 -1.65 -4.03 0.565
H 1.27 -1.07 -3.76 0.222
H 3.60 -2.88 -1.43 0.376
H 4.09 -1.45 -0.49 0.344
H 4.61 -1.65 -2.16 0.547
H 2.26 1.05 -2.67 0.419
H 3.87 0.40 -2.93 0.656
H 3.38 0.85 -1.30 0.324
H -1.43 -3.03 1.25 0.339
H -1.73 -3.28 2.97 0.647
H -0.28 -2.41 2.46 0.225
H -3.71 -1.82 0.91 0.278
H -4.22 -0.67 2.15 0.393
H -3.96 -2.36 2.57 0.518
H -1.03 -0.56 4.08 0.203
H -2.52 -1.45 4.43 0.515
H -2.61 0.21 3.86 0.339
O 0.89 2.98 -2.55 -0.663
Se -0.24 2.10 -1.83 1.132
O -0.12 0.52 -2.35 -0.566
O 0.19 1.94 -0.18 -0.613
O -1.74 2.61 -1.86 -0.670
```

For the LUMO energy (alpha / beta), the calculation gives -3.3108 / -6.2147 eV. The HOMO-LUMO gap (alpha / beta) is 6.87 / 5.03 eV. The expectation value of S² is 6.057. Its charge is +1. As for the relative energy (zero: lowest compared OMol25 entry of this formula, charge and spin): 0.272 eV. The spin multiplicity is 5. The total energy comes out at -5175.781936 hartree.

---

The following is a quantum chemistry calculation of a molecular structure, C25H36AlIN3OS, from OMol25.

```
68
Properties=species:S:1:pos:R:3:mulliken_charge:R:1
Al 0.33 -0.28 0.47 -0.617
I 0.36 -0.49 3.40 0.128
C 2.46 -0.32 3.25 0.242
C 3.16 -0.34 4.42 -0.670
C 4.57 -0.29 4.38 -0.547
C 5.21 -0.20 3.18 -0.929
C 4.48 -0.17 1.97 0.804
C 5.17 -0.09 0.73 -0.806
C 4.48 -0.09 -0.44 -0.949
C 3.07 -0.16 -0.42 0.028
C 2.32 -0.22 0.73 0.212
C 3.05 -0.24 1.97 0.306
H 2.65 -0.41 5.37 0.421
H 5.12 -0.32 5.31 0.398
H 6.29 -0.17 3.13 0.383
H 6.25 -0.03 0.75 0.385
H 5.00 -0.04 -1.39 0.428
H 2.56 -0.17 -1.38 0.313
C -2.03 -4.94 1.54 -1.588
C -2.50 -3.94 0.48 2.076
C -3.94 -3.51 0.78 -1.569
C -2.43 -4.60 -0.91 -1.578
C -1.62 -2.77 0.49 -0.303
C -0.90 -1.79 0.48 -0.325
H -2.67 -5.83 1.52 0.399
H -2.09 -4.50 2.54 0.367
H -1.00 -5.25 1.36 0.372
H -4.59 -4.38 0.77 0.401
H -4.30 -2.80 0.02 0.341
H -4.00 -3.03 1.75 0.386
H -3.03 -5.51 -0.93 0.426
H -1.40 -4.86 -1.16 0.369
H -2.81 -3.92 -1.68 0.301
C -3.37 2.16 0.09 -1.080
N -2.31 3.06 0.49 0.092
C -2.75 4.19 1.31 -1.215
C -1.05 2.55 0.67 0.948
N -0.84 1.26 0.79 -0.167
N -0.03 3.42 0.71 0.172
C 1.30 2.99 1.12 -1.183
C -0.10 4.74 0.10 -1.274
H -4.19 2.76 -0.32 0.361
H -3.78 1.57 0.93 0.388
H -3.02 1.48 -0.68 0.254
H -3.49 3.85 2.04 0.388
H -3.20 4.96 0.69 0.340
H -1.91 4.61 1.85 0.403
H -1.71 0.75 0.95 0.141
H 1.23 2.24 1.91 0.346
H 1.84 3.85 1.51 0.468
H 1.86 2.56 0.29 0.404
H -0.99 4.83 -0.51 0.404
H 0.77 4.89 -0.53 0.433
H -0.11 5.53 0.86 0.352
O 0.31 -0.02 -1.37 0.049
S -0.40 0.54 -2.58 0.178
C 0.87 0.78 -3.85 -0.683
C 0.19 0.33 -5.14 -0.773
C -0.46 -1.02 -4.83 -0.701
C -1.12 -0.91 -3.45 -0.423
H 1.71 0.14 -3.58 0.216
H 1.18 1.82 -3.85 0.529
H 0.91 0.26 -5.95 0.382
H -0.56 1.07 -5.43 0.329
H 0.30 -1.80 -4.82 0.323
H -1.20 -1.28 -5.58 0.347
H -0.93 -1.77 -2.80 0.173
H -2.19 -0.74 -3.51 0.472
```

For the LUMO energy, the calculation gives -2.1566 eV. The HOMO-LUMO gap is 8.15 eV. Its charge is +1. As for the relative energy (zero: lowest compared OMol25 entry of this formula, charge and spin): 0.650 eV. The total energy comes out at -2151.901642 hartree.

---

The following is a quantum chemistry calculation of a molecular structure, C25H36As2BrN2O8P2SiTa in a non-equilibrium geometry, from OMol25.

```
78
Properties=species:S:1:pos:R:3:mulliken_charge:R:1
Ta -0.66 -0.26 0.97 1.512
Br -1.16 7.84 -1.98 -0.135
C -1.21 5.96 -1.97 0.011
C -0.22 5.24 -1.32 -0.900
C -0.24 3.87 -1.36 0.531
C -1.25 3.17 -2.03 0.378
C -2.26 3.91 -2.65 -0.856
C -2.24 5.29 -2.63 -0.921
N -1.19 1.77 -1.98 0.854
C -1.99 1.05 -2.66 -0.499
C -2.06 -0.41 -2.58 0.353
C -2.87 -1.05 -3.52 -0.967
C -2.93 -2.44 -3.55 -0.725
C -2.19 -3.15 -2.63 -1.206
C -1.43 -2.45 -1.71 -1.083
N -1.36 -1.11 -1.66 0.591
H 0.56 5.77 -0.78 0.482
H 0.54 3.31 -0.87 0.293
H -3.08 3.42 -3.16 0.309
H -3.03 5.85 -3.12 0.442
H -2.73 1.50 -3.33 0.121
H -3.44 -0.46 -4.22 0.548
H -3.53 -2.95 -4.28 0.480
H -2.19 -4.23 -2.61 0.573
H -0.84 -2.97 -0.97 0.832
C 1.87 0.59 3.88 -1.497
As 1.67 -0.09 2.04 1.165
C 3.12 -1.46 2.13 -1.058
C 2.70 1.23 1.03 -0.037
C 3.54 2.20 1.56 -0.777
C 4.24 3.04 0.71 -0.898
C 4.14 2.89 -0.66 -0.782
C 3.29 1.93 -1.20 -0.768
C 2.55 1.11 -0.36 0.135
As 1.05 -0.08 -0.91 1.450
C 2.08 -1.76 -1.07 -0.582
C 1.24 0.24 -2.88 -1.635
H 1.31 1.52 4.00 0.395
H 2.93 0.76 4.08 0.544
H 1.49 -0.15 4.58 0.385
H 3.86 -1.24 1.37 0.397
H 2.71 -2.45 1.97 0.090
H 3.57 -1.42 3.11 0.514
H 3.63 2.32 2.63 0.419
H 4.88 3.82 1.13 0.473
H 4.71 3.52 -1.32 0.463
H 3.20 1.84 -2.27 0.423
H 3.11 -1.54 -1.34 0.607
H 1.63 -2.35 -1.86 0.504
H 2.04 -2.32 -0.14 -0.547
H 2.27 -0.04 -3.11 0.616
H 1.05 1.28 -3.12 0.359
H 0.56 -0.41 -3.42 0.437
O -2.79 1.12 0.05 -0.317
P -2.18 1.90 1.32 0.733
O -2.59 3.29 1.36 -0.817
O -0.68 1.54 1.24 -0.285
O -2.78 1.02 2.55 -0.314
P -2.40 -0.54 2.58 0.322
O -3.37 -1.26 3.53 -0.555
O -0.94 -0.54 2.94 -0.203
O -2.44 -1.03 1.16 -0.257
H -3.55 1.63 -0.27 0.372
H -3.69 -0.81 4.33 0.373
C -2.07 -4.06 1.63 -1.298
Si -0.26 -3.53 1.60 1.804
C 0.73 -4.77 0.58 -1.253
C 0.47 -3.41 3.34 -1.229
O -0.15 -2.04 0.85 -0.176
H -2.14 -5.15 1.67 0.509
H -2.61 -3.72 0.74 0.258
H -2.59 -3.67 2.51 0.335
H 0.80 -5.68 1.19 0.490
H 1.74 -4.48 0.32 0.309
H 0.21 -5.06 -0.33 0.347
H -0.13 -4.01 4.02 0.516
H 0.46 -2.39 3.72 0.159
H 1.49 -3.78 3.39 0.368
```

For the LUMO energy, the calculation gives -6.9214 eV. The HOMO-LUMO gap is 6.12 eV. Its charge is +2. As for the relative energy (zero: lowest compared OMol25 entry of this formula, charge and spin): 6.210 eV. The total energy comes out at -9760.272334 hartree.